one:
C4H10N | ωB97M-V/def2-TZVPD

Each atom is followed by the atoms it is bonded to, with distances in Å.
Atoms and positions in Å:
1 C 2.469 0.476 -0.280  C2 1.324, H3 1.080, H4 1.087
2 C 2.581 -0.057 0.926  C1 1.324, H5 1.082, H6 1.083
3 H 3.119 1.256 -0.647  C1 1.080
4 H 1.831 -0.040 -0.995  C1 1.087
5 H 3.406 0.230 1.565  C2 1.082
6 H 1.839 -0.692 1.395  C2 1.083
7 C -1.478 0.633 0.733  N9 1.490, H10 1.087, H11 1.081, H12 1.087
8 C -1.356 -0.773 -1.247  N9 1.270, H13 1.082, H14 1.081
9 N -2.012 -0.360 -0.241  C7 1.490, C8 1.270, H15 1.018
10 H -1.361 1.565 0.186  C7 1.087
11 H -2.205 0.741 1.526  C7 1.081
12 H -0.504 0.303 1.083  C7 1.087
13 H -0.301 -0.534 -1.291  C8 1.082
14 H -1.865 -1.167 -2.115  C8 1.081
15 H -2.997 -0.612 -0.188  N9 1.018

Computed properties:
- charge = +1
- 2S+1 = 1
- HOMO energy (Ha) = -0.4911

Atomic partial charges in e from the Löwdin method, atoms 1 to 6: -0.08 -0.07 0.06 0.02 0.06 0.04

***

two:
C4H10N | ωB97M-V/def2-TZVPD

Each atom is followed by the atoms it is bonded to, with distances in Å.
Atoms and positions in Å:
1 C 2.496 -0.187 -0.362  C2 1.250, H6 1.154, H7 1.086
2 C 1.474 -0.372 0.333  C1 1.250, H8 1.071
3 C -1.300 -1.187 -0.208  N5 1.432, H9 1.048, H10 1.047, H11 1.086
4 C -0.646 1.257 0.328  N5 1.441, H12 1.066, H13 1.082, H14 1.033
5 N -0.517 0.001 -0.364  C3 1.432, C4 1.441, H15 1.036
6 H 3.565 -0.489 -0.048  C1 1.154
7 H 2.637 -0.074 -1.433  C1 1.086
8 H 1.208 -0.564 1.352  C2 1.071
9 H -1.379 -1.489 0.793  C3 1.048
10 H -2.248 -0.931 -0.574  C3 1.047
11 H -0.894 -2.005 -0.796  C3 1.086
12 H -0.457 1.230 1.377  C4 1.066
13 H 0.151 1.945 0.078  C4 1.082
14 H -1.516 1.750 0.067  C4 1.033
15 H -0.332 0.031 -1.383  N5 1.036

Computed properties:
- charge = +1
- 2S+1 = 1
- HOMO energy (Ha) = -0.5612

Atomic partial charges in e from the Löwdin method, atoms 1 to 6: 0.02 0.10 -0.04 -0.06 -0.11 0.15

***

Q: Which of them is the most stable? A: one.

***

one:
C4H10N | ωB97M-V/def2-TZVPD

Each atom is followed by the atoms it is bonded to, with distances in Å.
Atoms and positions in Å:
1 C -2.658 -0.590 0.065  H6 1.070, H7 1.046, H8 1.144
2 C -0.053 -0.240 0.242  C3 1.308, C4 1.439
3 C 1.105 -0.776 0.525  C2 1.308, N5 1.457, H9 1.036
4 C -0.226 1.021 -0.430  C2 1.439, H10 1.137, H11 1.137, H12 1.128
5 N 2.349 -0.122 0.141  C3 1.457, H13 1.048, H14 0.998, H15 1.055
6 H -2.851 -0.753 -0.975  C1 1.070
7 H -2.739 0.424 0.307  C1 1.046
8 H -2.995 -1.480 0.699  C1 1.144
9 H 1.267 -1.601 1.132  C3 1.036
10 H 0.309 1.268 -1.402  C4 1.137
11 H -0.075 1.892 0.287  C4 1.137
12 H -1.220 1.146 -0.947  C4 1.128
13 H 2.827 -0.114 1.074  N5 1.048
14 H 2.001 0.701 -0.303  N5 0.998
15 H 2.960 -0.776 -0.416  N5 1.055

Computed properties:
- charge = +1
- 2S+1 = 1
- HOMO energy (spin up / spin down) (Ha) = -0.4760 / -0.5026

Atomic partial charges in e from the Löwdin method, atoms 1 to 6: 0.17 -0.05 -0.15 -0.17 0.20 0.02

***

two:
C4H10N | ωB97M-V/def2-TZVPD

Each atom is followed by the atoms it is bonded to, with distances in Å.
Atoms and positions in Å:
1 C -1.936 0.542 -0.099  C2 1.585, H6 1.153, H7 1.021, H8 1.089
2 C -0.617 -0.123 0.476  C1 1.585, C3 1.470, C4 1.502, H9 1.130
3 C 0.151 -1.291 0.022  C2 1.470, C4 1.488, H10 1.058, H11 1.099
4 C 0.514 0.057 -0.495  C2 1.502, C3 1.488, N5 1.523, H12 1.086
5 N 1.888 0.358 0.088  C4 1.523, H13 1.019, H14 1.067, H15 1.043
6 H -1.903 0.224 -1.207  C1 1.153
7 H -2.001 1.560 -0.062  C1 1.021
8 H -2.735 0.059 0.462  C1 1.089
9 H -0.700 0.313 1.515  C2 1.130
10 H 0.757 -1.633 0.819  C3 1.058
11 H -0.405 -1.953 -0.656  C3 1.099
12 H 0.421 0.374 -1.530  C4 1.086
13 H 2.335 -0.424 0.564  N5 1.019
14 H 1.968 1.074 0.875  N5 1.067
15 H 2.526 0.778 -0.623  N5 1.043

Computed properties:
- charge = +1
- 2S+1 = 1
- SMILES = C[C@H]1C[C@@H]1[NH3+]
- HOMO energy (Ha) = -0.5496

Atomic partial charges in e from the Löwdin method, atoms 1 to 6: -0.03 -0.27 -0.05 -0.21 0.20 0.11

***

three:
C4H10N | ωB97M-V/def2-TZVPD

Each atom is followed by the atoms it is bonded to, with distances in Å.
Atoms and positions in Å:
1 C -0.545 -0.163 0.110  C2 1.426, H6 1.076, H7 1.084
2 C 0.714 0.157 -0.478  C1 1.426, C3 1.723, H8 1.089, H9 1.085
3 C 1.337 1.075 0.841  C2 1.723, C4 1.356, H10 1.084
4 C 0.718 0.959 2.042  C3 1.356, H11 1.097, H12 1.077
5 N -1.454 -1.361 -1.458  H13 1.017, H14 1.015, H15 1.015
6 H -1.487 0.335 -0.040  C1 1.076
7 H -0.415 -0.859 0.931  C1 1.084
8 H 0.638 0.665 -1.439  C2 1.089
9 H 1.499 -0.592 -0.485  C2 1.085
10 H 1.921 1.829 0.326  C3 1.084
11 H 1.469 0.607 2.759  C4 1.097
12 H -0.109 1.438 2.539  C4 1.077
13 H -2.341 -1.182 -1.922  N5 1.017
14 H -1.084 -2.236 -1.814  N5 1.015
15 H -0.861 -0.673 -1.914  N5 1.015

Computed properties:
- charge = +1
- 2S+1 = 1
- HOMO energy (Ha) = -0.4613

Atomic partial charges in e from the Löwdin method, atoms 1 to 6: 0.07 -0.17 -0.03 -0.01 0.11 0.12

***

four:
C4H10N | ωB97M-V/def2-TZVPD

Each atom is followed by the atoms it is bonded to, with distances in Å.
Atoms and positions in Å:
1 C -0.613 -1.275 -1.690  C2 1.509, H6 1.019, H7 1.130, H8 1.106
2 C 0.166 -1.385 -0.402  C1 1.509, C3 1.508, H9 1.158, H10 1.157
3 C 0.423 0.055 -0.036  C2 1.508, C4 1.325, H11 1.074
4 C 0.216 0.521 1.187  C3 1.325, N5 1.496, H12 1.045
5 N 0.321 1.998 1.396  C4 1.496, H13 1.115, H14 1.061, H15 1.039
6 H -1.375 -0.599 -1.657  C1 1.019
7 H 0.131 -0.949 -2.476  C1 1.130
8 H -1.032 -2.234 -2.046  C1 1.106
9 H -0.622 -1.707 0.384  C2 1.158
10 H 1.161 -1.962 -0.271  C2 1.157
11 H 0.730 0.639 -0.883  C3 1.074
12 H -0.228 -0.040 1.949  C4 1.045
13 H 0.199 2.532 0.426  N5 1.115
14 H 1.041 2.253 2.132  N5 1.061
15 H -0.519 2.152 1.988  N5 1.039

Computed properties:
- charge = +1
- 2S+1 = 1
- SMILES = CC/C=C/[NH3+]
- HOMO energy (Ha) = -0.5456

Atomic partial charges in e from the Löwdin method, atoms 1 to 6: -0.11 -0.23 -0.11 -0.09 0.16 0.04

***

Q: Which of them is the most stable? A: four.

***

one:
C3H4I2 | ωB97M-V/def2-TZVPD

Each atom is followed by the atoms it is bonded to, with distances in Å.
Atoms and positions in Å:
1 I -1.825 2.340 0.209  C2 2.060
2 C -0.077 1.272 0.433  I1 2.060, C3 1.297, C4 1.492
3 C 0.698 0.522 1.154  C2 1.297, C4 1.516, H5 1.061
4 C 1.160 0.809 -0.261  C2 1.492, C3 1.516, H6 1.085, H7 1.084
5 H 0.939 0.021 2.057  C3 1.061
6 H 1.976 1.506 -0.426  C4 1.085
7 H 1.099 0.031 -1.014  C4 1.084
8 I -5.730 -0.686 0.017  H9 1.570
9 H -4.417 -1.454 -0.375  I8 1.570

Computed properties:
- 2S+1 = 1
- SMILES = IC1=CC1.I
- HOMO energy (Ha) = -0.3347

Atomic partial charges in e from the Löwdin method, atoms 1 to 6: 0.82 -0.80 -0.07 -0.18 0.09 0.07

***

two:
C3H4I2 | ωB97M-V/def2-TZVPD

Each atom is followed by the atoms it is bonded to, with distances in Å.
Atoms and positions in Å:
1 C -0.240 -0.193 0.633  C2 1.576, C3 1.466, H6 1.106, H7 1.218
2 C -1.055 0.713 -0.367  C1 1.576, I4 2.175, H8 1.102
3 C 1.087 -0.311 0.022  C1 1.466, I5 2.050, H9 1.077
4 I -2.484 -0.447 -1.525  C2 2.175
5 I 2.694 0.724 0.762  C3 2.050
6 H -0.202 0.253 1.644  C1 1.106
7 H -0.676 -1.321 0.784  C1 1.218
8 H -0.259 1.208 -0.946  C2 1.102
9 H 1.135 -0.627 -1.007  C3 1.077

Computed properties:
- 2S+1 = 1
- HOMO energy (spin up / spin down) (Ha) = -0.3229 / -0.3022

Atomic partial charges in e from the Löwdin method, atoms 1 to 6: -0.52 -0.51 -0.72 0.66 0.83 0.08

***

Q: Which of them is the most stable? A: one.

***

one:
C2H10N2O2 | ωB97M-V/def2-TZVPD

Each atom is followed by the atoms it is bonded to, with distances in Å.
Atoms and positions in Å:
1 C -2.800 -1.750 0.278  N2 1.487, H5 1.164, H6 1.108, H7 1.184
2 N -1.451 -1.338 0.749  C1 1.487, C3 1.262
3 C -0.636 -1.552 1.688  N2 1.262, N4 1.421, H8 1.115
4 N 0.083 -2.773 1.789  C3 1.421, H9 1.036, H10 0.932
5 H -2.698 -1.411 -0.831  C1 1.164
6 H -3.029 -2.825 0.138  C1 1.108
7 H -3.578 -1.274 1.034  C1 1.184
8 H -0.255 -0.804 2.422  C3 1.115
9 H 0.806 -2.909 2.518  N4 1.036
10 H -0.341 -3.549 1.496  N4 0.932
11 O 3.208 6.013 -2.282  H12 0.970, H13 1.023
12 H 3.015 5.076 -2.125  O11 0.970
13 H 2.759 6.100 -3.197  O11 1.023
14 O 1.658 1.434 -1.274  H15 0.961, H16 1.007
15 H 1.228 0.765 -1.814  O14 0.961
16 H 2.032 0.798 -0.588  O14 1.007

Computed properties:
- 2S+1 = 1
- SMILES = C/N=C\N.O.O
- HOMO energy (Ha) = -0.2988

Atomic partial charges in e from the Löwdin method, atoms 1 to 6: -0.15 -0.07 -0.30 0.08 0.09 0.04

***

two:
C2H10N2O2 | ωB97M-V/def2-TZVPD

Each atom is followed by the atoms it is bonded to, with distances in Å.
Atoms and positions in Å:
1 H -2.404 0.335 1.820  N2 1.026
2 N -1.559 -0.037 1.372  H1 1.026, C3 1.384
3 C -0.461 0.729 1.723  N2 1.384, N4 1.393, H6 1.043
4 N 0.795 0.475 1.179  C3 1.393, C5 1.467, H7 1.082
5 C 1.400 1.552 0.388  N4 1.467, H8 1.083, H9 1.079, H10 1.118
6 H -0.611 1.633 2.220  C3 1.043
7 H 1.075 -0.546 0.953  N4 1.082
8 H 2.214 1.148 -0.202  C5 1.083
9 H 1.648 2.358 1.061  C5 1.079
10 H 0.674 1.979 -0.347  C5 1.118
11 O -1.412 -1.834 -0.870  H12 0.991, H13 0.998
12 H -0.986 -2.716 -0.716  O11 0.991
13 H -1.132 -1.316 -0.065  O11 0.998
14 O 0.615 -1.386 -2.830  H15 0.931, H16 0.953
15 H -0.051 -1.526 -2.195  O14 0.931
16 H 0.195 -0.846 -3.492  O14 0.953

Computed properties:
- 2S+1 = 1
- SMILES = [H]/N=C/NC.O.O
- HOMO energy (Ha) = -0.3435

Atomic partial charges in e from the Löwdin method, atoms 1 to 6: 0.03 0.05 -0.23 -0.11 -0.10 0.09

***

Q: Which of them is the most stable? A: two.